Density functional theory data (the ωB97M-V functional and the def2-TZVPD basis) for a cluster of 4 separate species, C24H31BF3N2OP in total at a distorted geometry.

Values from the calculation:
Largest force on an atom: 0.0401 hartree/bohr
HOMO energy: -8.300 eV
SMILES: CCN(CCB[PH2]=N)C(C)=O.Fc1ccccc1.Fc1ccccc1.Fc1ccccc1
Total energy: -48533.5571 eV
Gap between HOMO and LUMO: 7.8 eV
Lowest unoccupied orbital energy: -0.47 eV

```
! wB97M-V def2-TZVPD RIJCOSX def2/J DEFGRID3
* xyz 0 1
O 4.853 -2.524 2.082
H 3.754 3.750 2.008
H -3.059 -3.465 -5.549
C 1.775 -1.476 3.361
C -2.551 1.005 -3.250
C -5.201 -1.987 -7.714
H 0.874 0.480 3.051
C -5.073 -0.775 -5.668
H 3.246 -3.179 4.812
C -0.703 -0.473 -2.821
N -0.509 -0.488 5.772
H 2.898 -4.181 3.426
C -4.160 -1.674 -5.155
F -2.173 0.553 0.313
H -3.978 -3.744 -7.828
C 3.946 -2.419 2.904
H 2.466 0.828 5.134
H -0.168 3.518 0.350
H -0.076 -1.099 6.451
H -1.167 -2.750 4.842
N 3.173 -1.213 2.994
H -3.185 1.535 -3.947
H 3.840 1.702 4.538
H 2.577 1.311 3.414
H 0.103 -1.096 -3.183
C -1.958 0.438 -1.015
H 1.077 -0.535 1.598
C 3.653 -3.545 3.878
H 4.569 4.868 -0.058
H 4.541 -4.138 4.029
C 0.863 3.826 0.244
H 4.065 -0.891 4.899
H -3.587 1.732 -1.501
C 3.531 4.580 0.027
C 2.650 4.834 -1.014
H 4.821 -0.084 3.523
H -2.666 -1.120 4.650
H -1.343 0.114 -4.781
H -1.480 -0.988 1.982
H 3.000 5.324 -1.912
H -3.764 -1.529 -4.159
H -5.603 -2.106 -8.710
C -3.770 -2.749 -5.940
C -1.516 0.207 -3.717
C 3.870 -0.343 3.974
C 1.758 3.588 1.266
C -4.287 -2.906 -7.218
C -0.920 -0.358 -1.455
C 3.111 0.941 4.272
P -1.270 -1.349 4.670
B -0.679 -0.941 2.850
C -2.781 1.122 -1.887
C 1.318 4.458 -0.904
H 0.630 4.657 -1.713
F 1.321 2.971 2.385
C -5.603 -0.911 -6.935
H 1.599 -1.471 4.436
H 1.531 -2.478 3.015
C 3.086 3.954 1.182
C 0.801 -0.528 2.647
H -0.295 -0.873 -0.738
H -6.318 -0.186 -7.299
F -5.459 0.272 -4.909
*
```